# C38H92F18N6O4P3

A 9-piece molecular cluster, C38H92F18N6O4P3 overall in a non-equilibrium geometry (the ωB97M-V functional and the def2-TZVPD basis, the Open Molecules 2025 dataset).

## Properties
LUMO energy (alpha / beta): -0.33870 / -0.57759 Eh
Gap between HOMO and LUMO (alpha / beta): 8.94 / 2.08 eV
Highest occupied orbital energy (alpha / beta): -18.15 / -17.80 eV

Geometry as ORCA input:
```
! RIJCOSX wB97M-V def2-TZVPD def2/J DEFGRID3
* xyz 4 2
H 18.8083 1.9906 15.9218
H 19.8043 1.9104 24.2098
H 16.2027 -8.8566 24.0573
H 12.3862 -6.8333 22.5076
H 16.3928 4.2961 17.2089
H 15.7326 -6.5590 23.2401
H 18.8415 -0.4377 26.3861
H 19.8456 -2.2876 13.6804
H 8.8995 -9.4209 22.0901
C 17.1502 -8.5649 24.5103
H 17.6511 2.5554 23.0474
C 15.9809 1.5778 22.3187
F 9.6720 -3.6407 21.2902
H 8.8022 -9.9568 20.3987
H 11.2894 -0.7802 20.5588
H 12.2159 -1.8017 22.7321
H 10.5555 -7.2099 18.7958
H 20.4607 0.9049 25.6069
H 13.0947 -5.9697 17.9780
H 16.6289 -9.8400 21.7112
O 15.3017 -8.3863 21.6054
C 20.8127 -1.0886 23.3334
F 11.7560 -0.9923 26.4461
H 19.0401 -0.1756 14.6972
H 14.4940 -4.9285 17.6122
H 21.6975 -1.7015 23.5052
H 7.8858 -7.2368 21.1790
C 9.4295 -9.4594 21.1384
C 17.8234 2.6469 17.8051
F 16.8318 -2.3322 18.8823
H 18.7600 0.4891 22.2172
H 16.2534 -0.4211 26.4916
H 14.8345 -4.2519 22.6903
H 12.3555 -7.9212 21.1357
H 12.3547 -1.9211 19.7607
C 8.3628 -7.3262 20.2030
C 18.9547 -6.9977 24.0828
H 17.7725 -1.3152 15.2049
N 16.8290 1.1675 16.1283
F 8.8385 -1.3718 20.9905
H 14.7053 -2.3826 25.9703
H 14.6414 -9.0460 21.3808
P 12.3081 0.0425 25.3388
H 14.0989 -6.9231 15.6159
C 16.0184 2.4866 16.1587
F 8.0505 -4.1301 19.5763
H 13.0603 -1.4869 17.1789
F 7.3927 -1.9616 19.5561
F 9.7159 -2.6946 19.0897
N 17.5769 -7.5005 23.4721
C 10.3988 -7.1546 21.5975
H 9.7863 -6.9479 22.4752
H 18.3531 -3.3211 13.3806
H 17.5097 -0.4797 23.0220
H 18.9690 -2.0802 23.5977
H 15.6006 -2.7576 27.3628
H 22.2686 0.3289 24.1921
N 14.2297 -7.6952 16.2538
H 15.2398 2.3265 22.5985
C 17.7338 -7.9405 21.9748
H 15.3128 -4.0263 26.0960
H 18.0616 1.0498 25.9685
H 13.2977 -8.0129 16.4787
F 16.8688 -2.9712 22.0072
H 14.6335 -0.5091 15.5244
F 12.9391 1.1524 24.2690
H 17.8987 -9.3476 24.6333
H 14.0864 -1.4693 18.3643
H 17.1073 -1.2505 12.5890
H 7.6237 -7.8120 19.5660
H 16.5596 -5.9317 24.6112
H 14.1135 -9.4442 14.9615
H 19.9771 -1.9090 25.0997
C 15.5544 -2.9826 26.2973
H 14.4652 -2.5757 16.8892
C 16.7932 -0.7740 25.6129
H 16.9360 -8.0305 25.4359
H 16.8238 1.7987 24.2443
F 7.4603 -2.9473 21.5777
F 15.9461 -3.8707 20.2839
H 19.7168 -7.7506 23.8817
C 18.1752 0.3767 23.1301
C 18.1787 1.6490 16.7434
C 14.8766 -7.0548 17.4834
H 15.1372 -9.5452 16.5016
H 16.7080 -2.7120 24.4967
C 14.1376 -1.6145 17.2853
H 17.6924 -2.7037 25.9882
C 21.2911 0.3054 23.7104
H 14.7560 -2.4097 22.7176
C 12.2301 -1.3211 20.6621
H 15.5094 0.6029 22.1941
H 21.3983 0.9400 22.8307
H 16.0027 0.2931 14.2091
C 17.1489 1.6040 23.2224
H 10.3923 -9.9425 21.3050
P 16.8384 -2.5020 20.4922
F 12.1082 1.2838 26.3926
H 10.5810 -6.2382 21.0360
F 17.8403 -1.1351 20.7497
H 19.1276 -6.1179 23.4630
C 14.8695 -8.9904 15.6023
N 18.9840 0.0083 24.3808
N 9.6978 -8.0370 20.5592
O 15.8449 -7.6534 18.0055
H 19.4491 -2.6459 12.1345
P 8.5898 -2.8246 20.3417
C 19.5610 -1.4122 24.2233
C 18.0372 -0.5440 14.4815
H 19.0116 -6.7343 25.1390
H 15.6974 2.9772 18.1947
H 13.8124 -3.4826 23.7236
H 13.0565 -0.6115 20.6212
C 11.8178 -7.6374 22.0403
H 15.6962 -8.7616 14.9298
C 16.9542 0.5985 14.6444
H 16.3034 3.0655 15.2802
H 14.6447 -5.8592 19.0505
C 16.1066 0.0550 17.0294
H 14.9592 2.2493 16.0593
F 10.8304 0.2672 24.7977
H 11.4065 -8.7129 19.3721
N 12.0693 -2.2731 21.8510
C 14.1763 -5.8671 18.0663
C 14.6576 -0.3727 16.6056
H 16.9018 -8.9126 20.2678
H 17.3399 1.4786 14.1299
H 17.9375 -6.9981 21.4664
C 18.1698 0.0116 25.6546
F 18.1856 -3.3337 20.3987
O 11.8484 -8.6742 23.0329
H 17.0345 -5.4265 22.8901
H 18.6443 -0.5677 12.3811
C 18.9489 -2.4577 13.0845
H 11.8654 -8.2719 23.9044
H 18.6772 -8.4866 21.9796
H 18.4791 3.5173 17.7822
F 13.8960 -0.3394 25.7160
H 11.1220 -2.6195 21.9045
C 16.7130 -6.2154 23.5700
H 9.9151 -8.8522 18.5441
H 15.9946 0.4472 18.0402
H 17.9439 2.2499 18.8131
C 18.0861 -1.2056 13.0664
C 16.6588 -8.8206 21.3264
O 12.9895 -4.4157 20.9576
C 13.0873 -3.4553 21.7352
C 20.1498 0.9387 24.5627
H 16.3625 1.9692 21.3757
H 16.8292 -0.7128 17.3058
C 16.4434 3.2326 17.4421
C 14.2147 -3.3557 22.7185
H 20.5355 -1.2497 22.2916
F 12.2977 -1.0965 24.1603
H 18.6944 0.7444 17.0656
F 15.5648 -1.5388 20.7462
H 13.8791 0.3843 16.7006
C 10.4532 -8.2025 19.2344
H 8.4573 -6.3197 19.7953
C 16.7665 -2.3603 25.5268
H 16.1289 -0.4144 24.8271
*
```

# C38H95O15P

A 8-piece molecular cluster, C38H95O15P overall (the ωB97M-V functional and the def2-TZVPD basis, the Open Molecules 2025 dataset).

## Properties
LUMO energy: 0.02205 Eh
Gap between HOMO and LUMO: 9.69 eV
Highest occupied orbital energy: -9.09 eV

Geometry as ORCA input:
```
! RIJCOSX wB97M-V def2-TZVPD def2/J DEFGRID3
* xyz 0 1
H -2.5911 -0.6944 0.1175
H -0.7715 1.3764 1.5523
C 5.3906 9.5122 -0.8490
C 7.8111 -3.8962 2.9788
C -0.7459 0.8982 -0.5629
H -1.2419 -0.7977 4.9466
H 3.3542 2.1000 0.8328
O -0.1685 -2.4658 4.3284
H -1.7303 4.7276 -5.0627
H 1.0904 5.8002 1.0701
O -6.1112 -5.5688 -3.3670
C 3.9750 9.8093 -0.3973
H -1.2843 2.7102 0.5351
H -5.0057 -5.2702 -5.0917
H 0.6426 5.6051 3.5018
C 1.1686 -2.0776 4.5774
C -1.7740 -1.4080 -0.0342
O -1.1863 2.3610 -3.9159
H -7.8618 -4.0834 -0.7916
O -1.1131 3.5098 -6.6199
H 3.9889 10.6064 0.3547
H 0.1601 -0.6585 0.6086
H 0.4816 8.5051 0.3135
H 5.4451 7.1951 0.3293
C -4.8672 -5.7881 -2.7277
H 5.5571 -5.2912 1.9983
H 6.5571 -7.4386 2.6837
H -2.5477 2.4841 -7.6106
H -4.2330 -4.8958 -2.7830
H -5.2857 -9.3980 -3.7755
H 7.0185 7.3369 -0.4898
H 6.7773 -7.6825 4.4249
H -2.0644 -2.3697 5.0253
H -0.2067 -4.4440 6.0296
C 4.5035 0.0516 0.3196
H 5.8158 10.4181 -1.2909
H 4.2187 -4.8881 3.0972
H 6.9154 7.5352 1.2723
H 4.3179 -6.5101 2.3808
H -0.0918 4.9988 -5.6786
C -0.3344 8.2276 0.9804
H -2.3787 1.3641 0.8181
H -6.4278 -6.6970 -6.5124
H -6.4152 -8.1511 -3.1945
O 1.4608 1.9192 -0.0951
H 4.6761 -0.0617 1.3970
H 0.1156 4.5942 0.2003
C 6.7230 -6.9251 3.6376
C -6.0262 -5.5185 -4.7801
H -1.6731 7.4985 2.8859
C 1.9279 -3.1187 5.3737
H 6.9639 -3.8524 3.6680
C -2.1578 -2.2808 -1.2458
H -1.0510 5.3699 3.9643
C 4.4348 -1.3179 -0.3650
C -0.6285 7.2985 3.1507
H -0.8275 -1.9532 6.2361
H -3.0847 4.0555 -6.9809
H -3.1901 -2.1114 -1.5604
H -9.2872 -2.0786 -3.1393
H -9.3694 -0.6155 -2.1358
H 3.0215 0.9288 -1.3143
O -5.6140 -1.7407 -1.6398
H -2.6054 -2.7245 1.5021
C -0.2584 3.3392 -4.3478
H 5.3253 0.6614 -0.0706
C 3.2953 8.5970 1.5276
H -0.0773 0.6079 -4.0317
O 1.4006 -3.2866 6.6749
H 2.1958 -0.0362 0.7590
H -2.0655 -3.3467 -1.0171
H -6.6876 -4.7185 -5.1267
H -6.9382 -9.3280 -4.4219
C -6.1671 -2.7941 -0.8694
H 8.8452 -6.8906 3.4003
C -0.4922 -0.5842 -0.2691
C -0.8282 4.2279 -5.4338
H 6.1656 -2.4128 0.3770
C -5.7137 -0.4694 -1.0287
H -0.8568 7.3595 0.5712
H -1.4698 0.9480 -1.3895
C -1.3327 1.6246 0.6464
C 8.0387 -6.1753 3.5840
H -7.8210 -1.1116 -2.8601
C 0.4671 4.9090 1.1817
H -0.9101 -3.0306 1.1171
H 7.5833 -3.3044 2.0941
H -4.3312 -6.6316 -3.1698
O 3.3209 8.6625 0.1105
C -6.4542 -6.8201 -5.4258
H -7.4482 -3.5313 -2.4160
C -8.7486 -1.4687 -2.4050
H 0.0728 -1.0172 -1.1044
H -5.0774 -6.0078 -1.6817
H -2.8717 2.6810 -5.8716
O -8.5039 -2.1985 -1.2197
H -0.8475 1.1191 -5.5529
H 0.9643 1.0081 -1.8811
O 8.0567 -5.2190 2.5408
H -5.4892 -3.6491 -0.9458
H 0.1946 2.5582 -1.5487
P 2.8980 0.9900 0.0976
H 1.1401 -5.3448 6.7661
H -1.3431 -1.6359 2.0923
H 3.3861 -1.5886 -0.5604
O 5.6318 -6.0718 3.9295
O 0.2434 7.9411 2.2403
H 2.9690 -2.7954 5.4739
H 0.0010 3.9604 -3.4847
H 4.2849 8.7754 1.9556
H 2.9511 7.6001 1.7947
O -5.5941 -7.8931 -5.0916
H 5.3721 8.7354 -1.6223
H -7.4857 -7.0518 -5.1367
C 0.5598 -4.4165 6.8084
H 1.1978 -1.1180 5.1060
H -5.4257 0.2704 -1.7743
C -1.1158 -1.8600 5.1859
C -6.0935 -8.7282 -4.0651
C 0.4985 1.6149 -1.0832
H 0.0810 -4.3458 7.7834
H 1.0644 4.0942 1.6011
H -6.7324 -0.2640 -0.6893
H 2.5842 9.3183 1.9412
C -2.4778 3.1686 -6.7670
H -6.2283 -2.5044 0.1858
H -0.4450 7.7193 4.1439
C 6.4023 7.7224 0.3305
C -1.6594 -2.2413 1.2406
O -0.6802 5.1687 1.9727
H 1.6632 -1.9441 3.6088
H 4.9053 -1.2579 -1.3499
H 8.6920 -3.4711 3.4723
H -1.0392 9.0636 1.0532
C -7.5299 -3.2169 -1.3712
C -0.3940 5.8019 3.2031
H 1.9206 -4.0722 4.8330
O 6.2299 9.1217 0.2216
H -1.5209 -2.0788 -2.1113
C 4.9023 -5.6756 2.7847
H 4.7637 -3.4320 0.0596
H -1.8377 0.4695 -4.2229
H 4.7990 -2.3965 1.4901
H 8.2274 -5.6913 4.5490
H 3.4035 10.1686 -1.2588
H 0.6604 2.8617 -4.7072
H -5.0336 -0.3887 -0.1722
C -0.9675 1.0772 -4.4674
C 5.0753 -2.4540 0.4334
*
```

# C38H96N6O14

A 7-piece molecular cluster, C38H96N6O14 overall in a non-equilibrium geometry (the ωB97M-V functional and the def2-TZVPD basis, the Open Molecules 2025 dataset).

## Properties
LUMO energy: 0.01982 Eh
Gap between HOMO and LUMO: 9.06 eV
Highest occupied orbital energy: -8.52 eV
Energy relative to the best compared isomer or geometry (same formula, charge and spin): 6.754 eV

Geometry as ORCA input:
```
! RIJCOSX wB97M-V def2-TZVPD def2/J DEFGRID3
* xyz 0 1
H -1.9613 -6.0539 -2.4139
C 1.1463 -5.8339 -5.9559
H -0.9750 8.4273 -9.5130
H 2.1504 -6.2386 1.3480
H 1.6515 -6.3081 -6.7974
H 2.4085 5.9820 0.3308
C -6.8384 -0.1124 9.9171
O 5.1369 1.8426 1.5158
H -0.7715 -7.3371 -1.9623
H 1.1206 3.3880 -2.5270
C 3.7697 -5.0507 3.1547
C 3.3304 6.9172 2.0217
H -1.1684 -2.6792 2.5876
H 0.5693 6.7748 1.4300
H -2.1346 -6.6383 -0.8384
C 2.3747 -0.3563 0.2992
C -2.8831 6.7941 -6.3305
C -8.7888 -0.8766 6.9765
H -8.3773 -1.6021 4.2634
O -7.3060 -0.7349 8.7572
H 2.6395 -2.7555 -1.6207
H -5.8214 -0.0816 4.3440
C -1.7816 0.2745 2.2954
H 0.2150 5.7267 -3.8384
O 2.2807 7.7475 2.3955
H -1.8101 -1.4730 -1.1762
H 3.9680 -6.4221 5.6258
H 6.2877 0.7016 2.7821
H 4.6566 -4.4726 2.8952
H 3.2291 -6.8309 -4.9755
H -0.1165 4.2129 -1.6310
H 6.3808 3.0584 2.5026
H 2.7408 -6.7406 -3.3214
O 2.2737 -1.1150 -0.8631
H -0.9764 -2.9153 -1.5127
C 5.0314 1.6635 -2.3580
H -8.6146 -3.0248 5.2690
N -1.8160 6.6542 -5.3904
N 2.2296 -5.2398 1.2207
H -0.0564 1.3948 2.5335
H 1.2873 8.0936 0.4983
H 1.7666 -4.6591 3.1941
H 2.0345 5.1802 1.8736
O 5.0056 2.4989 -3.4853
N -0.0596 0.7367 0.6210
H 1.3153 -3.9339 -7.1410
O -0.4140 3.7976 -3.6930
H 6.8997 2.4417 -1.8269
C -1.8818 -2.3735 -1.7862
H 4.9868 4.8372 2.7102
H 5.3219 -5.8455 4.7324
O -1.9680 -2.1437 -3.2185
C -0.3029 0.4355 2.0784
H 3.7699 6.5851 2.9622
H 3.9001 -1.6813 -2.0724
H 5.2721 2.0451 -4.2882
H -2.7427 -2.8428 -1.3101
C -1.7080 -3.3171 -3.9069
C -1.3771 -6.5020 -1.6102
C -1.6905 8.2403 -8.7122
H 3.3881 0.0117 0.4596
H -0.9747 6.9862 -5.8399
H -5.8614 -0.4656 10.2469
H 3.8177 3.6421 2.7593
H -2.3282 5.2104 -7.7778
C 1.0955 7.7263 1.5064
H -0.4368 -0.0343 0.0887
C 4.4850 -5.5053 5.3423
H 6.1609 3.4665 0.8244
H 0.1152 -5.1701 1.3231
N 3.8271 4.6813 0.8643
O -1.4885 6.9115 -8.3558
O -0.7166 -5.4905 -0.9180
H 6.2382 1.3671 0.0785
H 4.2811 0.8829 -2.2319
H 3.8587 -2.2673 -0.2759
H -2.1123 -4.1441 -3.3233
C 5.6305 3.1296 1.7151
H -3.7468 6.2567 -5.9390
N -7.6646 -1.2852 6.1333
C -1.5564 5.2427 -5.1070
H 0.1926 -4.4373 -3.6931
H 7.0872 1.0073 -2.6552
C 1.3962 0.9121 0.2760
H -3.4411 6.4843 -8.3498
H -9.0219 0.5968 8.4485
C -0.1131 -3.4850 -4.1265
C 3.3402 -2.0313 -1.2052
H -1.5255 8.8174 -7.8024
H -2.9303 -2.7066 2.9888
H 0.6585 -2.4782 -5.6155
C 0.9202 -4.8741 0.6505
H 1.2534 -5.1237 -1.4937
C -7.9147 -2.2243 5.0296
C 0.0409 3.4462 -2.3896
C -6.6663 -2.8872 4.4458
O -5.4164 -2.1374 4.3541
H 4.0576 7.4725 1.4293
H 1.4795 1.0877 -0.7966
C 2.7304 -6.1808 -4.2566
H 0.1161 -6.0218 -6.2584
H -6.8546 -1.5009 6.6969
H -5.8483 -1.0469 2.7903
C 4.5154 4.1012 2.0590
H -1.3319 5.7122 -3.0966
C 1.4270 -4.2537 -6.1050
C 0.6436 -5.4931 -0.6692
H 0.9772 -3.8438 0.2995
H 0.3282 -0.3233 2.5411
H 2.7686 -3.3933 2.3030
H -7.6090 -0.0153 10.6818
O 6.4639 0.8199 -0.6772
N 0.3085 -3.4247 -5.5733
H -4.2802 -0.7170 3.5344
C 6.4210 1.4675 -1.9255
H 4.4202 2.2684 -1.6882
H -3.0711 7.8592 -6.1953
H -2.6285 8.3339 -9.2594
H 0.4551 8.4515 2.0084
H 2.4756 -4.1067 -5.8465
H 4.8318 0.0291 2.3619
C 2.5153 -4.4457 2.4312
C -8.1932 0.0434 8.0070
O 1.3666 -6.2990 -4.6206
H 1.0308 -6.5109 -0.7169
H 3.6231 4.0272 0.1222
O 3.5715 -4.7984 4.5353
H 4.7188 -5.1459 6.3444
C -2.5870 6.2669 -7.7084
C -0.7332 5.1891 -3.8422
C -5.3432 -0.8494 3.7358
H 3.2128 -5.2036 -4.2803
H -2.3307 -3.2298 -4.7973
H 1.7704 1.8175 0.7539
H -0.3205 2.4459 -2.1509
H -9.5825 -0.2972 6.5047
H -2.3025 1.0246 1.7005
H -2.2399 0.5811 3.2357
H -6.3518 -3.6341 5.1747
C -2.0657 -2.0843 2.7581
H -6.7147 0.9468 9.6918
H -1.9077 -1.5814 3.7121
H 0.2627 -2.6830 -3.4913
H -1.0559 4.7414 -5.9354
C 2.8273 5.6240 1.2713
H -2.5054 4.7180 -4.9966
H -9.2406 -1.7001 7.5296
H -7.5913 0.8339 7.5587
H -6.9240 -3.4400 3.5424
H 4.7004 1.2430 3.5427
O -2.2675 -1.0019 1.8345
H 2.1382 -1.0478 1.1079
C 5.2495 0.9986 2.6334
H 3.7939 -6.1226 2.9587
*
```

Results for total energy: -134782.0723, -80938.0480, -78552.2374 (in eV, following the order of the records).